Entry 1:
Formula: C16H14ClFHo
Source: OMol25
Level of theory: ωB97M-V with the def2-TZVPD basis set

Output
2S+1: 5
HOMO-LUMO gap (spin up / spin down): 7.490 / 7.530 eV
Total charge: -1
E_LUMO (spin up / spin down): 3.02 / 3.02 eV
Expectation value of S²: 6.00
Max |F|: 0.05072 hartree/bohr

Each line ends with the Löwdin charge.
CARTESIAN COORDINATES (ANGSTROEM)
C (1.36677, 2.36711, 0.59827)  -0.253
C (0.93375, 2.75299, -0.72087)  -0.237
C (1.22768, 1.67034, -1.60826)  -0.225
H (0.51844, 3.74097, -0.95371)  0.101
C (1.87191, 0.63153, -0.85138)  -0.181
C (1.96313, 1.07963, 0.48885)  -0.243
H (2.48066, 0.58694, 1.30621)  0.086
H (1.33609, 2.97619, 1.50807)  0.099
H (1.05281, 1.67169, -2.67899)  0.092
H (2.24607, -0.31772, -1.23740)  0.106
Ho (-0.59585, 0.91629, 0.05870)  1.142
Cl (-1.76969, 1.82792, 2.05231)  -0.134
C (-2.93483, 0.51676, -0.55414)  -0.312
C (-2.17530, -0.30888, -1.44948)  -0.253
C (-1.61835, 0.54485, -2.45867)  -0.206
H (-2.12668, -1.39713, -1.41922)  0.084
C (-2.06107, 1.87696, -2.20848)  -0.183
C (-2.85537, 1.86935, -1.03153)  -0.231
H (-3.45846, 2.69657, -0.66421)  0.094
H (-3.50880, 0.16600, 0.30099)  0.086
H (-1.16138, 0.19709, -3.38365)  0.095
H (-1.98329, 2.70810, -2.90646)  0.096
F (2.16783, -4.75210, 2.19810)  -0.010
C (1.53066, -3.57033, 1.89415)  -0.301
C (0.63694, -3.57843, 0.82949)  -0.036
C (-0.00444, -2.34637, 0.50599)  -0.155
C (0.31447, -1.19542, 1.19509)  -0.253
C (1.17689, -1.23239, 2.27665)  -0.166
C (1.77838, -2.44412, 2.67298)  -0.034
H (0.42757, -4.49446, 0.25940)  0.102
H (-0.70063, -2.32712, -0.33516)  0.050
H (1.47711, -0.31920, 2.78975)  0.082
H (2.44699, -2.51357, 3.52661)  0.100

Entry 2:
Formula: C16H14ClFV
Source: OMol25
Level of theory: ωB97M-V with the def2-TZVPD basis set

Output
2S+1: 4
HOMO-LUMO gap (spin up / spin down): 4.970 / 4.931 eV
Total charge: -2
E_LUMO (spin up / spin down): 4.98 / 4.94 eV
Expectation value of S²: 3.76
Max |F|: 0.15631 hartree/bohr

Each line ends with the Löwdin charge.
CARTESIAN COORDINATES (ANGSTROEM)
C (0.37863, 2.93205, -1.65721)  -0.263
C (-0.15723, 1.69209, -2.15537)  -0.229
C (0.64911, 0.64123, -1.60384)  -0.193
H (-0.96625, 1.62371, -2.87888)  0.100
C (1.63450, 1.22384, -0.76581)  -0.211
C (1.46444, 2.66466, -0.79417)  -0.243
H (2.13512, 3.41593, -0.42103)  0.095
H (0.07638, 3.92861, -1.90002)  0.085
H (0.59031, -0.42089, -1.81299)  0.103
H (2.50744, 0.67668, -0.36214)  0.121
V (-0.21967, 1.76223, -0.12928)  0.337
Cl (-2.35071, 1.13221, 0.45778)  -0.115
C (-0.76298, -2.84902, 1.18640)  -0.213
C (0.62316, -2.95794, 0.81468)  -0.234
C (0.68582, -3.10204, -0.60201)  -0.253
H (1.46287, -2.79316, 1.48600)  0.039
C (-0.65230, -3.12111, -1.11258)  -0.242
C (-1.54824, -2.96758, -0.01097)  -0.222
H (-2.62502, -2.82950, -0.07127)  0.045
H (-1.15043, -2.65390, 2.19131)  0.051
H (1.58663, -3.05460, -1.20399)  0.038
H (-0.93541, -3.14362, -2.16385)  0.039
F (1.22592, 2.36271, 6.04198)  -0.029
C (0.95903, 1.96645, 4.74764)  -0.321
C (1.13666, 0.64238, 4.37028)  -0.056
C (0.88624, 0.27488, 3.00795)  -0.102
C (0.45816, 1.22382, 2.06352)  -0.192
C (0.20776, 2.51227, 2.52626)  -0.193
C (0.50465, 2.92970, 3.84384)  -0.056
H (1.45158, -0.08781, 5.13273)  0.095
H (0.97422, -0.79182, 2.74628)  0.069
H (-0.27232, 3.19926, 1.79866)  0.065
H (0.32557, 3.95341, 4.15887)  0.086

Entry 3:
Formula: C16H14ClN
Source: OMol25
Level of theory: ωB97M-V with the def2-TZVPD basis set

Output
HOMO-LUMO gap: 8.301 eV
E_LUMO: 0.74 eV
Max |F|: 0.10661 hartree/bohr
SMILES string: Cn1cc([C@H](Cl)c2ccccc2)c2ccccc21

Each line ends with the Löwdin charge.
CARTESIAN COORDINATES (ANGSTROEM)
C (-5.03029, -1.60633, -1.28299)  -0.013
N (-3.96633, -2.51331, -0.89591)  -0.110
C (-3.11931, -2.24876, 0.11636)  -0.042
C (-2.01550, -3.12424, -0.02462)  -0.198
C (-0.63376, -2.50696, 0.12266)  -0.728
Cl (-0.41444, -1.22777, -0.88623)  0.794
C (0.50155, -3.53208, 0.14923)  -0.229
C (0.28026, -4.80840, 0.66387)  -0.071
C (1.32808, -5.72464, 0.73792)  -0.083
C (2.61859, -5.35156, 0.34527)  -0.090
C (2.82374, -4.06718, -0.18848)  -0.079
C (1.75304, -3.18209, -0.33905)  -0.069
C (-2.39219, -4.16989, -0.93643)  -0.116
C (-1.81289, -5.28880, -1.53372)  -0.021
C (-2.51206, -5.97759, -2.52610)  -0.089
C (-3.77859, -5.57743, -2.96678)  -0.088
C (-4.34594, -4.39381, -2.47173)  -0.020
C (-3.65908, -3.75257, -1.46743)  -0.163
H (-5.87682, -2.20025, -1.63721)  0.083
H (-5.25711, -1.06449, -0.36094)  0.090
H (-4.74829, -0.85735, -2.04852)  0.102
H (-3.13478, -1.28313, 0.62348)  0.135
H (-0.62735, -2.04188, 1.10446)  0.106
H (-0.71434, -5.10596, 0.96242)  0.114
H (1.12927, -6.72232, 1.13810)  0.106
H (3.45487, -6.05886, 0.47401)  0.105
H (3.84381, -3.76718, -0.45247)  0.103
H (1.94432, -2.23468, -0.83280)  0.079
H (-0.82765, -5.62246, -1.24112)  0.092
H (-2.05222, -6.84246, -2.99553)  0.099
H (-4.33855, -6.14849, -3.70523)  0.099
H (-5.27436, -3.94718, -2.81617)  0.101